Record 1
Formula: C26H49OPRuS4
Source: OMol25
Level of theory: ωB97M-V with the def2-TZVPD basis set

Its gap between HOMO and LUMO (alpha / beta) is 6.85 / 3.57 eV. The spin multiplicity is 5. Its HOMO energy (alpha / beta) is -19.538 / -19.508 eV. Its net charge is +4.

CARTESIAN COORDINATES (ANGSTROEM)
Ru (-0.177, 1.949, 1.357)
C (-1.195, 2.440, 4.422)
C (-2.053, 1.300, 3.916)
S (-2.186, 1.176, 2.085)
C (-3.518, 2.354, 1.588)
C (-3.018, 3.772, 1.331)
S (-1.462, 3.716, 0.372)
C (-0.450, 5.240, 0.788)
C (1.020, 4.938, 0.392)
S (1.747, 3.406, 1.090)
C (2.380, 3.726, 2.766)
C (1.231, 3.773, 3.834)
S (0.428, 2.210, 3.636)
H (-1.028, 2.334, 5.471)
H (-1.543, 3.442, 4.195)
H (-3.065, 1.308, 4.320)
H (-1.602, 0.336, 4.098)
H (-4.301, 2.238, 2.367)
H (-3.773, 2.005, 0.621)
H (-2.833, 4.401, 2.229)
H (-3.807, 4.267, 0.751)
H (-0.471, 5.453, 1.836)
H (-0.815, 6.091, 0.185)
H (1.561, 5.789, 0.796)
H (1.369, 4.831, -0.623)
H (3.044, 4.609, 2.693)
H (2.943, 2.860, 2.988)
H (0.520, 4.621, 3.643)
H (1.656, 3.910, 4.817)
O (-0.242, 0.478, 0.073)
P (0.324, -0.952, -0.404)
C (0.515, -1.813, 1.206)
C (-0.817, -2.273, 1.852)
C (-1.188, -3.770, 1.597)
C (-0.102, -4.836, 1.748)
C (1.114, -4.332, 0.902)
C (1.597, -2.982, 1.356)
C (-0.981, -1.751, -1.376)
C (-1.852, -0.846, -2.218)
C (-1.836, -1.027, -3.759)
C (-2.293, -2.537, -4.052)
C (-1.774, -3.809, -2.942)
C (-0.590, -3.148, -2.229)
C (1.973, -0.556, -1.126)
C (1.812, 0.782, -1.887)
C (3.137, 0.955, -2.722)
C (3.040, 0.174, -3.963)
C (2.262, -1.122, -3.596)
C (2.657, -1.529, -2.148)
H (1.075, -1.043, 1.768)
H (-1.709, -1.678, 1.547)
H (-0.790, -2.242, 2.939)
H (-1.336, -4.055, 0.466)
H (-2.124, -3.988, 2.061)
H (-0.570, -5.717, 1.403)
H (0.458, -4.985, 2.792)
H (0.577, -4.573, 0.010)
H (2.007, -4.982, 1.049)
H (2.560, -2.658, 0.894)
H (1.691, -3.044, 2.464)
H (-1.622, -1.914, -0.485)
H (-1.463, 0.296, -1.822)
H (-2.773, -0.555, -1.608)
H (-0.828, -0.772, -4.057)
H (-2.512, -0.339, -4.381)
H (-1.644, -2.667, -4.731)
H (-3.335, -2.344, -4.475)
H (-1.499, -4.543, -3.756)
H (-2.255, -4.054, -2.222)
H (0.014, -2.290, -2.946)
H (0.212, -3.730, -1.828)
H (2.580, -0.509, -0.172)
H (1.643, 1.570, -1.127)
H (0.810, 0.840, -2.392)
H (3.801, 0.676, -1.948)
H (3.302, 2.020, -2.899)
H (3.990, -0.108, -4.417)
H (2.418, 0.718, -4.729)
H (2.658, -1.942, -4.163)
H (1.230, -1.036, -3.786)
H (3.721, -1.425, -1.951)
H (2.362, -2.528, -1.776)

Record 2
Formula: C5H23N10O8Y
Source: OMol25
Level of theory: ωB97M-V with the def2-TZVPD basis set

Its gap between HOMO and LUMO is 6.42 eV. The spin multiplicity is 1. As for the energy above the lowest of the compared OMol25 structures with the same formula, charge and spin: 0.000 eV. Its HOMO energy is -6.220 eV.

CARTESIAN COORDINATES (ANGSTROEM)
Y (-0.136, 0.706, -0.534)
O (0.177, 2.792, -1.331)
H (0.476, 2.822, -2.240)
O (-1.574, 1.604, 0.976)
H (-2.447, 1.210, 0.983)
O (0.255, -0.397, -2.479)
H (1.194, -0.280, -2.641)
C (-2.246, -1.882, -1.104)
O (-1.804, -0.983, -0.391)
N (-3.368, -2.604, -0.811)
N (-1.621, -2.165, -2.269)
H (-3.551, -3.458, -1.293)
H (-3.945, -2.253, -0.070)
H (-0.769, -1.620, -2.500)
H (-1.873, -2.982, -2.790)
C (0.873, -1.782, 1.855)
O (0.547, -1.089, 0.904)
N (1.768, -2.809, 1.718)
N (0.287, -1.684, 3.086)
H (2.407, -2.758, 0.943)
H (1.989, -3.333, 2.541)
H (-0.510, -1.068, 3.118)
H (0.605, -2.180, 3.889)
C (-3.287, 1.439, -2.210)
O (-2.120, 1.369, -1.864)
N (-3.845, 0.488, -3.012)
N (-4.131, 2.382, -1.695)
H (-3.254, -0.307, -3.185)
H (-4.839, 0.492, -3.127)
H (-3.716, 3.046, -1.063)
H (-5.004, 2.543, -2.156)
C (1.489, 2.126, 2.351)
O (1.132, 1.722, 1.253)
N (2.587, 2.926, 2.494)
N (0.848, 1.796, 3.498)
H (3.233, 3.122, 1.761)
H (2.865, 3.145, 3.432)
H (0.042, 1.203, 3.477)
H (1.103, 2.273, 4.339)
C (3.325, -0.223, -0.502)
O (2.262, 0.318, -0.771)
N (3.520, -1.530, -0.850)
N (4.360, 0.427, 0.078)
H (2.858, -1.913, -1.505)
H (4.377, -2.007, -0.646)
H (5.207, -0.070, 0.263)
H (4.253, 1.426, 0.077)

Record 3
Formula: C14H11N4S2V
Source: OMol25
Level of theory: ωB97M-V with the def2-TZVPD basis set

Its gap between HOMO and LUMO (alpha / beta) is 4.49 / 4.71 eV. The spin multiplicity is 2. Its HOMO energy (alpha / beta) is -18.452 / -18.384 eV. Its net charge is +3.

CARTESIAN COORDINATES (ANGSTROEM)
V (0.384, 2.573, 0.886)
N (-1.384, 3.279, -2.774)
C (-1.042, 2.778, -1.573)
S (-1.351, 3.794, -0.128)
N (-0.498, 1.567, -1.579)
N (-0.235, 1.202, -0.296)
C (0.060, -0.068, 0.065)
C (-0.070, -1.198, -0.837)
C (0.250, -1.119, -2.209)
C (-0.208, -2.154, -3.081)
C (-0.898, -3.281, -2.597)
C (-1.212, -3.343, -1.271)
C (-0.775, -2.341, -0.402)
C (0.326, -0.192, 1.476)
C (0.725, -1.340, 2.155)
C (0.918, -1.218, 3.532)
C (0.839, 0.010, 4.240)
C (0.665, 1.126, 3.462)
N (0.430, 1.020, 2.155)
H (-1.717, 4.241, -2.896)
H (-1.213, 2.760, -3.618)
H (0.791, -0.312, -2.657)
H (0.176, -2.125, -4.117)
H (-1.152, -4.111, -3.263)
H (-1.765, -4.226, -0.872)
H (-1.166, -2.350, 0.591)
H (0.877, -2.293, 1.700)
H (1.246, -2.129, 4.055)
H (0.890, 0.047, 5.300)
H (0.595, 2.162, 3.789)
S (3.462, 3.915, 0.200)
C (2.051, 3.324, 0.563)